# 1
Formula: C6H15NSi
Source: the Open Molecules 2025 dataset
Level of theory: wB97M-V/def2-TZVPD

The value obtained for the LUMO energy (alpha / beta) is 0.75 / 0.75 eV. The value obtained for the frontier orbital gap (alpha / beta) is 0.272 / 0.272 hartree. The value obtained for the energy above the lowest of the compared OMol25 structures with the same formula, charge and spin is 3.519 eV.

Each line ends with the Mulliken charge.
Cartesian coordinates (Å):
C (-1.17, 1.10, 1.55)  -0.9043
C (-0.51, -0.01, 2.31)  -0.1951
C (-0.17, 1.64, 0.40)  -0.5538
C (-0.98, -1.31, 1.75)  -1.3140
C (-0.50, 1.08, -0.99)  -1.1295
C (2.42, -0.81, -2.11)  -0.5200
N (1.05, -1.39, -2.05)  -0.1789
Si (-0.34, -0.82, -1.21)  0.1924
H (-2.06, 0.74, 1.15)  0.4029
H (-1.32, 1.98, 2.14)  0.4512
H (0.52, -0.19, 2.36)  0.3611
H (-0.87, 0.14, 3.36)  0.2654
H (-0.45, 2.75, 0.34)  0.3048
H (0.85, 1.59, 0.79)  0.3497
H (-0.47, -2.15, 2.16)  0.3641
H (-2.05, -1.41, 1.74)  0.3606
H (-1.48, 1.41, -1.23)  0.4608
H (0.15, 1.45, -1.69)  0.5754
H (2.76, -0.83, -3.17)  0.2598
H (1.96, 0.16, -1.83)  0.1450
H (3.11, -1.22, -1.45)  0.2498
H (0.95, -2.36, -2.38)  0.1846
H (-1.41, -1.56, -1.94)  -0.1323


# 2
Formula: C11H14N2
Source: the Open Molecules 2025 dataset
Level of theory: wB97M-V/def2-TZVPD

The value obtained for the LUMO energy is 0.87 eV. As for the structure (SMILES): Cc1c[nH]cn1.Cc1ccccc1. The value obtained for the frontier orbital gap is 0.349 hartree. The value obtained for the energy above the lowest of the compared OMol25 structures with the same formula, charge and spin is 0.548 eV.

Each line ends with the Mulliken charge.
Cartesian coordinates (Å):
C (-1.10, -1.87, 1.28)  -0.9486
C (-1.94, -1.33, 0.17)  0.3678
C (-3.10, -1.81, -0.37)  -0.5732
N (-3.43, -0.91, -1.39)  -0.1003
C (-2.59, 0.15, -1.25)  -0.3776
N (-1.64, -0.10, -0.40)  -0.1908
H (-0.22, -2.36, 0.85)  0.2085
H (-1.65, -2.70, 1.74)  0.3446
H (-0.96, -1.04, 1.96)  0.2455
H (-3.77, -2.61, -0.14)  0.4018
H (-4.24, -0.88, -1.99)  0.1964
H (-2.62, 1.06, -1.82)  0.4319
C (0.77, 2.76, 0.69)  -1.5313
C (1.59, 1.58, 0.24)  1.0970
C (2.48, 0.96, 1.16)  -0.6154
C (3.10, -0.20, 0.79)  -0.4356
C (2.82, -0.75, -0.48)  -0.5122
C (1.90, -0.19, -1.31)  -0.4481
C (1.23, 1.00, -0.95)  -0.4428
H (0.58, 3.50, -0.11)  0.3528
H (1.20, 3.35, 1.50)  0.4107
H (-0.22, 2.56, 1.09)  0.2852
H (2.57, 1.50, 2.09)  0.3843
H (3.79, -0.78, 1.38)  0.3650
H (3.24, -1.71, -0.76)  0.3594
H (1.69, -0.59, -2.30)  0.3540
H (0.54, 1.42, -1.66)  0.3711


# 3
Formula: C23H32N4O
Source: the Open Molecules 2025 dataset
Level of theory: wB97M-V/def2-TZVPD

The value obtained for the LUMO energy is 0.49 eV. As for the structure (SMILES): O=C(Nc1ccnn1C1CCN(CCCC2CCCC2)CC1)c1ccccc1. The value obtained for the frontier orbital gap is 0.326 hartree. The value obtained for the energy above the lowest of the compared OMol25 structures with the same formula, charge and spin is 1.423 eV.

Each line ends with the Mulliken charge.
Cartesian coordinates (Å):
O (-5.96, -1.71, -1.14)  -0.6188
C (-5.34, -0.83, -0.59)  0.4907
N (-4.08, -0.99, -0.08)  0.0881
C (-3.35, -2.16, -0.11)  0.4403
C (-3.67, -3.43, -0.57)  -0.7839
C (-2.51, -4.18, -0.33)  -0.4832
N (-1.57, -3.45, 0.24)  -1.3253
N (-2.08, -2.22, 0.38)  1.0775
C (-1.29, -1.14, 0.92)  -0.6220
C (-0.66, -0.30, -0.19)  -0.4512
C (0.20, 0.80, 0.42)  -0.8172
N (1.25, 0.21, 1.23)  0.6197
C (2.24, 1.18, 1.66)  -1.3049
C (3.19, 1.59, 0.54)  -0.6200
C (3.89, 0.38, -0.07)  -0.5863
C (4.74, 0.73, -1.29)  0.4081
C (5.25, -0.53, -2.01)  -1.0619
C (6.46, -0.98, -1.19)  -0.6828
C (7.01, 0.30, -0.53)  -0.6579
C (6.05, 1.43, -0.92)  -0.9673
C (0.68, -0.54, 2.33)  -0.9207
C (-0.17, -1.69, 1.80)  -0.7242
C (-5.88, 0.56, -0.44)  0.3017
C (-5.57, 1.37, 0.65)  -0.3113
C (-6.12, 2.64, 0.74)  -0.6618
C (-6.97, 3.10, -0.25)  -0.3602
C (-7.29, 2.29, -1.33)  -0.5494
C (-6.75, 1.02, -1.42)  -0.4318
H (-3.61, -0.18, 0.30)  0.1104
H (-4.59, -3.73, -1.01)  0.4925
H (-2.34, -5.21, -0.54)  0.4570
H (-1.95, -0.51, 1.54)  0.1535
H (-0.04, -0.95, -0.81)  0.2534
H (-1.43, 0.15, -0.83)  0.4161
H (0.66, 1.38, -0.38)  0.3938
H (-0.43, 1.48, 1.02)  0.3695
H (2.83, 0.72, 2.45)  0.4763
H (1.76, 2.08, 2.09)  0.3611
H (3.92, 2.29, 0.95)  0.4216
H (2.64, 2.13, -0.24)  0.2183
H (3.11, -0.33, -0.37)  0.3108
H (4.50, -0.10, 0.69)  0.0990
H (4.14, 1.34, -1.97)  0.5610
H (5.56, -0.27, -3.02)  0.3777
H (4.49, -1.31, -2.07)  0.3998
H (6.16, -1.70, -0.43)  0.2535
H (7.21, -1.46, -1.82)  0.3886
H (7.04, 0.18, 0.56)  0.2617
H (8.03, 0.52, -0.86)  0.3819
H (6.43, 1.96, -1.79)  0.3826
H (5.92, 2.15, -0.12)  0.3140
H (1.50, -0.95, 2.93)  0.4810
H (0.07, 0.10, 2.98)  0.3821
H (0.45, -2.36, 1.20)  0.2771
H (-0.58, -2.26, 2.63)  0.4362
H (-4.94, 1.02, 1.45)  0.5055
H (-5.89, 3.27, 1.58)  0.3885
H (-7.39, 4.10, -0.18)  0.3839
H (-7.96, 2.65, -2.10)  0.3852
H (-7.00, 0.37, -2.24)  0.4221


Number 1: molar mass 129.28 g mol⁻¹. Number 2: molar mass 174.25 g mol⁻¹. Number 3: molar mass 380.54 g mol⁻¹.